{
  "formula": "C65H79N2O3SSb3Si3Ti",
  "method": "ωB97M-V/def2-TZVPD",
  "total_charge": -2,
  "spin_multiplicity": 3,
  "e_above_lowest_kcal_mol": 88.8,
  "species": ["Ti", "C", "C", "C", "Sb", "C", "C", "C", "C", "C", "C", "C", "C", "C", "C", "C", "C", "Sb", "C", "C", "C", "C", "C", "C", "C", "C", "C", "C", "C", "C", "H", "H", "H", "H", "H", "H", "H", "H", "H", "H", "H", "H", "H", "H", "H", "H", "H", "H", "H", "H", "H", "H", "H", "H", "H", "H", "C", "C", "O", "C", "C", "C", "C", "C", "C", "O", "H", "H", "H", "H", "H", "H", "H", "C", "Sb", "C", "C", "C", "C", "C", "C", "N", "Si", "C", "C", "C", "C", "C", "C", "C", "C", "C", "N", "Si", "C", "C", "C", "Si", "C", "C", "C", "H", "H", "H", "H", "H", "H", "H", "H", "H", "H", "H", "H", "H", "H", "H", "H", "H", "H", "H", "H", "H", "H", "H", "H", "H", "H", "H", "H", "H", "H", "H", "H", "H", "H", "H", "H", "H", "H", "S", "C", "C", "O", "C", "C", "C", "C", "C", "C", "H", "H", "H", "H", "H", "H", "H", "H"],
  "coordinates": [[0.918038, 0.150065, -0.580840], [1.865234, -3.555545, 0.254276], [0.856910, -4.510279, 0.913238], [-0.470015, -3.883711, 1.349394], [-0.273181, -1.946657, 2.551580], [-1.280956, -0.045094, 3.390890], [-0.599279, 0.555608, 4.373649], [-0.644698, 1.973869, 4.778431], [-1.276993, 2.970175, 4.149811], [-2.202860, 2.790164, 2.983456], [-2.308158, 0.675353, 2.567190], [-1.754106, -2.977276, 3.837109], [-1.386482, -4.169873, 4.469470], [-2.256468, -4.854873, 5.307052], [-3.542945, -4.371402, 5.516968], [-3.933939, -3.196190, 4.892593], [-3.042661, -2.505105, 4.076155], [3.173490, -2.424372, 1.571891], [4.955531, -2.850292, 0.403502], [6.201489, -2.831347, 1.033481], [7.380285, -2.989648, 0.317011], [7.335423, -3.164671, -1.060917], [6.107586, -3.173358, -1.706642], [4.932224, -3.009663, -0.980777], [3.520662, -4.165276, 2.827436], [4.213720, -5.298387, 2.400795], [4.340845, -6.413461, 3.219115], [3.773477, -6.418495, 4.486941], [3.082838, -5.300086, 4.930033], [2.963231, -4.185475, 4.107172], [1.338918, -2.833207, -0.371313], [2.548051, -4.111975, -0.389697], [1.324299, -5.007472, 1.769511], [0.659130, -5.309674, 0.186729], [-1.028679, -4.599880, 1.952723], [-1.084055, -3.630768, 0.483616], [0.167131, -0.026969, 4.888528], [-0.027483, 2.243288, 5.632352], [-1.159448, 3.980430, 4.528451], [-2.614305, 3.744526, 2.650456], [-2.835846, 0.005675, 1.889506], [-0.392432, -4.577792, 4.302587], [-1.935381, -5.772016, 5.789756], [-4.232709, -4.907971, 6.158762], [-4.935394, -2.808453, 5.047522], [-3.364907, -1.575473, 3.619921], [6.255556, -2.696286, 2.109841], [8.333953, -2.971797, 0.832302], [8.252120, -3.283170, -1.626795], [6.060397, -3.298451, -2.782478], [3.988197, -2.984258, -1.513801], [4.655309, -5.315658, 1.410761], [4.876632, -7.285869, 2.861885], [3.866463, -7.291015, 5.123114], [2.630003, -5.294314, 5.914801], [2.408223, -3.323032, 4.462663], [5.004788, 0.404585, -1.200381], [3.798740, 0.353524, -0.319633], [2.765481, -0.389546, -0.753037], [3.768892, 1.015681, 0.931259], [4.938575, 1.554217, 1.514416], [4.908644, 2.169650, 2.753423], [3.708873, 2.276762, 3.453134], [2.533845, 1.783156, 2.890429], [2.551771, 1.183175, 1.645766], [1.402921, 0.785520, 1.081118], [4.808630, -0.143008, -2.120873], [5.878104, -0.059788, -0.725903], [5.269041, 1.438273, -1.450249], [5.878796, 1.465438, 0.985230], [5.824843, 2.560917, 3.180040], [3.680556, 2.750170, 4.426964], [1.582291, 1.872540, 3.397640], [-1.993272, 2.931458, -3.803045], [-1.697513, 1.623630, -2.084374], [0.527567, 2.086846, -1.588988], [1.287335, 2.200984, -2.910706], [2.388337, 1.382035, -3.227748], [3.149026, 1.629339, -4.349237], [2.809239, 2.679210, -5.192797], [1.703011, 3.425282, -4.836594], [0.979583, 3.207640, -3.742077], [0.951368, 3.756413, -0.794929], [0.345936, 4.122917, 0.936881], [2.823129, 3.930384, -0.705124], [0.421743, 5.264748, -1.817859], [-3.747601, 2.381950, -1.218466], [-3.422125, 2.217725, 0.237513], [-4.561912, 2.114665, 1.201396], [-4.501537, 1.879142, 2.513375], [-3.254543, 1.679566, 3.294239], [-1.654718, 1.876791, 1.848178], [-2.177118, 2.145344, 0.516805], [-4.298799, 4.137502, -1.531538], [-5.042527, 4.397369, -3.236657], [-2.874892, 5.319073, -1.210916], [-5.649765, 4.756781, -0.362427], [-4.911930, 1.029350, -1.817408], [-4.783565, 0.781676, -3.674876], [-4.553654, -0.604386, -0.995869], [-6.748023, 1.378343, -1.502260], [-1.138463, 2.908911, -4.466973], [-2.169692, 3.963868, -3.503012], [-2.878416, 2.545801, -4.310421], [2.639845, 0.544304, -2.602619], [4.001179, 0.994153, -4.565795], [3.371673, 2.906340, -6.089274], [1.377395, 4.257436, -5.456816], [0.771239, 3.452337, 1.684381], [-0.740202, 4.097688, 1.023552], [0.683485, 5.139328, 1.164032], [3.257921, 3.319311, 0.086475], [3.070939, 4.976286, -0.495646], [3.303814, 3.653607, -1.648223], [-0.415886, 5.072298, -2.484636], [1.256765, 5.586559, -2.443819], [0.153532, 6.084755, -1.143927], [-5.539905, 2.241446, 0.758132], [-5.444930, 1.820869, 3.050213], [-3.438630, 1.495547, 4.352028], [-0.577004, 1.806223, 1.771996], [-4.371656, 4.122302, -4.049556], [-5.302520, 5.453561, -3.351469], [-5.960379, 3.813541, -3.343992], [-1.948726, 4.771807, -1.037472], [-3.073891, 5.911417, -0.314158], [-2.697681, 6.010545, -2.038446], [-6.590113, 4.208367, -0.437135], [-5.847325, 5.803446, -0.616675], [-5.325986, 4.722002, 0.679199], [-3.784243, 0.447548, -3.961120], [-5.014455, 1.684663, -4.242487], [-5.490365, 0.000961, -3.969854], [-3.580382, -1.006116, -1.284602], [-5.329538, -1.324362, -1.274210], [-4.542296, -0.521760, 0.093933], [-7.035378, 2.414588, -1.683746], [-7.025867, 1.126607, -0.476187], [-7.344283, 0.748054, -2.168780], [-0.974739, -0.889380, 0.327507], [0.205960, -0.553868, -4.642843], [0.271229, -1.348544, -3.370508], [0.513067, -0.742840, -2.236544], [-0.079278, -2.736019, -3.375231], [-0.588931, -3.352539, -2.214684], [-0.979228, -4.676094, -2.231073], [-0.868461, -5.441148, -3.393360], [-0.377942, -4.843600, -4.550923], [0.000930, -3.512091, -4.552078], [-0.604742, -0.920010, -5.278799], [0.023185, 0.497582, -4.427042], [1.132129, -0.596480, -5.227805], [-0.712940, -2.748379, -1.324088], [-1.388538, -5.115018, -1.328237], [-1.163803, -6.483291, -3.395459], [-0.290689, -5.422413, -5.464236], [0.383661, -3.066264, -5.462491]],
  "forces_ev_per_angstrom": [[-0.8, -0.2, -0.7], [-0.1, 0.1, 0.1], [0.0, 0.1, 0.0], [0.1, 0.2, -0.2], [-0.2, -0.3, 0.5], [-0.1, 0.2, -0.5], [0.0, 0.1, 0.1], [0.0, -0.1, 0.0], [0.0, 0.0, 0.0], [0.0, 0.0, 0.1], [0.0, -0.1, 0.1], [0.1, 0.0, 0.2], [0.0, 0.0, 0.0], [0.0, 0.0, 0.0], [0.0, 0.0, 0.0], [0.0, 0.0, 0.0], [0.0, 0.0, 0.0], [0.0, -0.3, 0.0], [0.1, 0.2, -0.1], [0.0, 0.0, 0.0], [0.0, 0.0, 0.0], [0.0, 0.0, 0.0], [0.0, 0.0, 0.0], [0.0, 0.0, 0.0], [0.0, 0.0, 0.1], [0.0, 0.0, 0.0], [0.0, 0.0, 0.0], [0.0, 0.0, 0.0], [0.0, 0.0, 0.0], [0.0, 0.0, 0.0], [0.1, 0.0, -0.1], [0.0, 0.0, 0.0], [0.0, 0.0, 0.0], [0.0, 0.0, 0.0], [0.0, 0.0, 0.0], [0.0, -0.1, 0.1], [0.0, 0.0, 0.0], [0.0, 0.0, 0.0], [0.0, 0.0, 0.0], [0.0, 0.0, 0.0], [0.0, 0.0, 0.0], [0.0, 0.0, 0.0], [0.0, 0.0, 0.0], [0.0, 0.0, 0.0], [0.0, 0.0, 0.0], [0.0, 0.0, 0.0], [0.0, 0.0, 0.0], [0.0, 0.0, 0.0], [0.0, 0.0, 0.0], [0.0, 0.0, 0.0], [0.0, 0.0, 0.0], [0.0, 0.0, 0.0], [0.0, 0.0, 0.0], [0.0, 0.0, 0.0], [0.0, 0.0, 0.0], [0.0, 0.0, 0.0], [0.1, -0.1, 0.0], [-0.1, -0.1, 0.2], [0.1, 0.1, 0.0], [0.2, -0.1, -0.1], [0.0, 0.1, 0.1], [0.0, 0.0, -0.1], [0.0, 0.0, 0.0], [0.1, 0.1, 0.1], [-0.2, -0.2, -0.2], [0.4, 0.6, 0.6], [0.0, 0.0, 0.0], [0.0, 0.0, 0.0], [0.0, 0.0, 0.0], [0.0, 0.0, 0.0], [0.0, 0.0, 0.0], [0.0, 0.0, 0.0], [0.0, 0.0, 0.0], [0.0, 0.0, 0.0], [0.0, 0.1, 0.0], [-0.2, 0.1, -0.2], [-0.1, 0.0, 0.3], [0.0, 0.0, 0.0], [0.0, 0.0, 0.0], [0.0, 0.0, 0.0], [0.0, 0.0, 0.0], [0.0, 0.0, -0.1], [0.0, -0.1, 0.0], [-0.1, -0.1, 0.1], [0.1, 0.0, 0.0], [-0.1, 0.1, -0.1], [0.2, 0.0, 0.2], [-0.3, 0.0, 0.1], [0.2, 0.0, -0.2], [0.0, 0.0, 0.1], [0.0, 0.0, 0.0], [-0.1, 0.1, -0.2], [0.1, -0.1, 0.2], [0.1, 0.1, 0.1], [0.0, 0.0, -0.1], [0.0, 0.0, 0.0], [-0.1, -0.1, 0.1], [-0.1, 0.0, 0.0], [0.1, 0.0, -0.1], [0.1, -0.1, 0.1], [0.0, 0.0, 0.0], [0.0, -0.1, 0.0], [0.1, 0.0, 0.0], [0.0, 0.0, 0.0], [0.0, 0.0, 0.0], [0.0, 0.0, 0.0], [0.0, 0.0, 0.0], [0.0, 0.0, 0.0], [0.0, 0.0, 0.0], [0.0, 0.1, 0.0], [0.0, 0.0, 0.0], [0.0, 0.0, 0.0], [0.0, 0.0, 0.0], [0.0, 0.0, 0.0], [0.1, 0.0, 0.0], [0.0, 0.0, 0.0], [0.0, 0.0, 0.0], [0.0, 0.0, 0.0], [0.0, 0.0, 0.0], [0.0, 0.0, 0.0], [0.0, 0.0, 0.0], [0.0, 0.0, 0.0], [0.0, 0.0, 0.0], [0.0, 0.0, 0.0], [-0.1, 0.0, 0.0], [0.0, 0.0, 0.0], [0.0, 0.0, 0.0], [0.0, 0.0, 0.0], [0.0, 0.0, 0.0], [0.0, 0.0, 0.0], [0.0, 0.0, 0.0], [0.0, 0.0, 0.0], [0.0, 0.0, 0.0], [0.0, 0.0, 0.0], [0.0, 0.0, 0.0], [0.0, 0.0, 0.0], [0.0, 0.0, 0.0], [0.0, 0.0, 0.0], [0.0, 0.0, 0.0], [0.5, 0.0, -0.1], [0.1, 0.0, 0.0], [-0.1, -0.2, 0.1], [0.2, 0.2, -0.1], [-0.1, 0.1, -0.1], [0.1, -0.1, 0.1], [0.0, 0.0, -0.1], [0.0, 0.0, 0.0], [0.0, 0.0, 0.0], [0.0, -0.1, 0.0], [0.0, 0.0, 0.0], [0.0, 0.0, 0.0], [0.1, 0.0, 0.0], [0.0, 0.0, -0.1], [0.0, 0.0, 0.0], [0.0, 0.0, 0.0], [0.0, 0.0, 0.0], [0.0, 0.0, 0.0]],
  "lowdin_spin": [0.116, 0.003, 0.001, 0.002, 0.003, 0.003, 0.001, 0.000, 0.000, 0.000, 0.000, 0.000, 0.000, 0.000, 0.000, 0.000, 0.000, 0.001, 0.001, 0.001, 0.000, 0.002, 0.000, 0.001, -0.001, 0.000, 0.000, 0.000, 0.000, 0.000, 0.002, 0.000, 0.000, 0.000, 0.000, 0.000, 0.000, 0.000, 0.000, 0.000, 0.000, 0.000, 0.000, 0.000, 0.000, 0.000, 0.000, 0.000, 0.000, 0.000, 0.000, 0.000, 0.000, 0.000, 0.000, 0.000, 0.049, 0.345, 0.151, 0.028, 0.102, -0.004, 0.119, -0.001, 0.080, 0.028, -0.001, 0.015, 0.014, 0.009, -0.004, 0.009, -0.003, 0.001, 0.002, 0.005, 0.001, 0.001, 0.001, 0.000, 0.000, 0.000, 0.000, 0.000, 0.002, 0.000, 0.001, 0.000, 0.000, 0.000, 0.000, 0.000, 0.000, 0.000, 0.000, 0.000, 0.000, 0.000, 0.000, 0.000, 0.000, 0.000, 0.000, 0.000, 0.000, 0.000, 0.000, 0.000, 0.000, 0.000, 0.000, 0.001, 0.000, 0.001, 0.000, 0.000, 0.000, 0.000, 0.000, 0.000, 0.000, 0.000, 0.000, 0.000, 0.000, 0.000, 0.000, 0.000, 0.000, 0.000, 0.000, 0.000, 0.000, 0.000, 0.000, 0.000, 0.000, 0.000, 0.000, 0.008, 0.053, 0.346, 0.149, 0.042, 0.081, 0.000, 0.105, -0.003, 0.087, 0.008, 0.002, 0.020, 0.004, -0.002, 0.008, -0.003, 0.007]
}